(1)
{"formula": "C28H29Cl2F5NO7S2Ti", "method": "ωB97M-V/def2-TZVPD", "elements": ["Ti", "C", "C", "C", "C", "C", "C", "C", "C", "C", "C", "H", "H", "H", "H", "H", "H", "H", "H", "H", "H", "H", "H", "H", "H", "O", "S", "O", "O", "C", "C", "C", "C", "C", "C", "S", "O", "O", "O", "H", "H", "H", "H", "C", "C", "C", "C", "C", "N", "H", "H", "H", "H", "H", "H", "H", "H", "H", "F", "C", "C", "F", "C", "F", "C", "O", "C", "F", "C", "F", "Cl", "C", "Cl", "H", "H"], "xyz": [[0.67274, 0.93934, 0.07995], [-3.57504, -1.59037, -0.88025], [-2.34799, -2.42488, -1.23768], [-2.78688, -3.74775, -1.87180], [-1.35193, -1.68003, -2.11457], [-0.24060, -2.33872, -2.63807], [0.68660, -1.67743, -3.43088], [0.54517, -0.32756, -3.73770], [1.56663, 0.40172, -4.56446], [-0.57642, 0.32635, -3.23989], [-1.50041, -0.33008, -2.43568], [-4.27550, -2.18098, -0.28737], [-4.10652, -1.26626, -1.77781], [-3.32090, -0.69311, -0.30970], [-1.82415, -2.66864, -0.30362], [-3.20851, -3.57709, -2.86444], [-3.55165, -4.22761, -1.25921], [-1.96284, -4.45232, -1.97493], [-0.09227, -3.39168, -2.43050], [1.53487, -2.22651, -3.82700], [2.25099, 0.96827, -3.92797], [1.09368, 1.11073, -5.24414], [2.16429, -0.28974, -5.15807], [-0.74876, 1.36244, -3.50574], [-2.36650, 0.21985, -2.09288], [-1.08311, 3.62998, -2.16890], [-0.40922, 3.09931, -1.04659], [0.85891, 2.31036, -1.32919], [-1.12911, 2.08379, -0.23248], [0.19115, 4.42673, -0.02224], [-0.21625, 5.68671, -0.40957], [0.26632, 6.82107, 0.24303], [1.17093, 6.69038, 1.27218], [1.58691, 5.42242, 1.67684], [1.10966, 4.29149, 1.04594], [1.63566, 2.75549, 1.77131], [2.37979, 3.00827, 2.94743], [2.33866, 1.91893, 0.73047], [0.37700, 1.95808, 1.89068], [-0.90096, 5.78709, -1.24010], [-0.06804, 7.79922, -0.07327], [1.55864, 7.56328, 1.77887], [2.27680, 5.31308, 2.50191], [-3.68698, -0.21423, 2.66121], [-2.45800, -1.12855, 2.77545], [-2.83044, -2.59953, 2.54157], [-1.75521, -0.94642, 4.13216], [-1.49339, -0.71137, 1.75484], [-0.71432, -0.35323, 0.99568], [-4.38844, -0.49345, 3.44742], [-4.18254, -0.33319, 1.69812], [-3.41607, 0.83276, 2.79594], [-3.51288, -2.90384, 3.33537], [-1.95124, -3.24272, 2.58058], [-3.33110, -2.73558, 1.58377], [-2.46797, -1.20403, 4.91591], [-1.43005, 0.08378, 4.27828], [-0.88740, -1.59948, 4.22120], [5.11652, -4.41484, -1.42358], [4.25194, -3.43187, -1.22840], [3.08894, -3.66740, -0.51135], [2.83918, -4.87725, -0.02526], [2.18963, -2.63829, -0.30118], [1.06641, -2.85818, 0.38184], [2.44668, -1.37650, -0.81287], [1.55826, -0.37310, -0.64362], [3.61125, -1.14206, -1.52972], [3.84775, 0.06884, -2.02077], [4.51388, -2.16940, -1.73856], [5.62591, -1.94833, -2.42511], [2.13782, -0.89250, 2.69588], [2.89838, -0.05042, 4.07438], [1.70700, 0.40665, 5.28326], [3.37196, 0.84578, 3.69397], [3.61265, -0.73569, 4.51168]], "atomic_forces_ev_per_a": [[0.2, 0.4, 0.0], [0.0, 0.1, -0.1], [0.0, 0.0, 0.0], [0.0, 0.0, -0.1], [0.0, 0.0, 0.1], [0.0, 0.0, 0.0], [0.0, 0.0, 0.0], [0.0, 0.0, 0.0], [0.0, 0.0, 0.0], [0.0, 0.0, 0.0], [0.0, -0.1, 0.0], [0.0, 0.0, 0.0], [0.0, 0.0, 0.0], [0.0, 0.0, -0.1], [0.0, 0.0, 0.0], [0.0, 0.0, 0.0], [0.0, 0.0, 0.0], [0.0, 0.0, 0.0], [0.0, 0.0, 0.0], [0.0, 0.0, 0.0], [0.0, 0.0, 0.0], [0.0, 0.0, 0.0], [0.0, 0.0, 0.0], [0.0, 0.0, 0.0], [0.0, 0.0, 0.0], [0.0, 0.1, 0.0], [0.2, -0.3, 0.2], [0.0, -0.1, -0.1], [-0.1, 0.0, 0.0], [0.0, 0.0, 0.0], [0.0, 0.1, 0.0], [0.0, 0.0, 0.0], [0.0, 0.0, 0.0], [0.0, 0.1, 0.0], [0.0, 0.0, 0.1], [-0.2, -0.2, -0.3], [0.0, 0.0, 0.0], [-0.1, -0.1, -0.1], [0.0, -0.2, 0.0], [0.0, 0.0, 0.0], [0.0, 0.0, 0.0], [0.0, 0.0, 0.0], [0.0, 0.0, 0.0], [0.0, 0.0, 0.0], [0.0, -0.1, 0.0], [0.0, 0.0, 0.0], [0.0, 0.0, 0.0], [0.0, -0.1, 0.0], [0.0, 0.3, 0.0], [0.0, 0.0, 0.0], [0.0, 0.0, 0.1], [0.0, 0.0, 0.0], [0.0, 0.0, 0.0], [0.0, 0.0, 0.0], [0.0, 0.0, 0.1], [0.0, 0.0, 0.0], [0.0, 0.0, 0.0], [0.0, 0.0, 0.0], [0.0, 0.0, 0.0], [0.0, 0.0, 0.0], [-0.1, 0.0, 0.1], [0.0, 0.0, 0.0], [0.1, 0.0, -0.1], [0.0, 0.0, 0.0], [-0.1, 0.2, 0.0], [0.0, 0.1, 0.2], [0.0, -0.1, 0.0], [0.0, 0.0, 0.0], [0.0, 0.0, 0.0], [0.0, 0.0, 0.0], [0.0, -0.1, 0.0], [0.0, 0.0, -0.1], [0.0, 0.0, 0.0], [0.0, 0.0, 0.0], [0.0, 0.0, 0.0]], "lowdin_charge": [1.139, -0.083, -0.380, -0.054, -0.193, -0.032, -0.038, -0.269, -0.029, -0.051, -0.040, 0.076, 0.098, 0.055, 0.113, 0.096, 0.081, 0.073, 0.116, 0.122, 0.075, 0.087, 0.084, 0.109, 0.106, -0.194, 0.607, -0.339, -0.339, -0.209, -0.023, -0.020, -0.020, -0.023, -0.210, 0.590, -0.213, -0.337, -0.365, 0.124, 0.125, 0.125, 0.123, -0.009, -0.551, -0.010, -0.025, -0.052, 0.189, 0.103, 0.078, 0.100, 0.104, 0.101, 0.068, 0.102, 0.086, 0.085, 0.157, -0.124, -0.126, 0.148, -0.171, 0.106, -0.196, -0.142, -0.131, 0.147, -0.125, 0.153, 0.610, -0.952, 0.565, 0.013, 0.035], "homo_energy_ev": -11.202, "charge": 1, "spin_multiplicity": 1}

(2)
{"formula": "C28H29ClNO5S5SeTi", "method": "ωB97M-V/def2-TZVPD", "elements": ["Ti", "C", "C", "S", "C", "C", "S", "C", "C", "S", "C", "C", "S", "H", "H", "H", "H", "H", "H", "H", "H", "H", "H", "H", "H", "H", "H", "H", "H", "Cl", "C", "C", "C", "C", "O", "C", "C", "O", "C", "H", "H", "H", "H", "O", "S", "O", "N", "C", "O", "C", "C", "C", "C", "C", "C", "H", "H", "H", "H", "Se", "C", "C", "C", "C", "C", "C", "H", "H", "H", "H", "H"], "xyz": [[1.76740, -0.55622, 0.26243], [3.39133, -1.83603, -0.13704], [3.48837, -2.76512, -1.35464], [2.38694, -2.61636, -2.81061], [0.76849, -3.37196, -2.43046], [0.75909, -4.49892, -1.41252], [1.09864, -3.92264, 0.27756], [-0.53041, -3.91254, 1.06670], [-1.41187, -2.67163, 0.93293], [-0.88712, -1.08287, 1.64042], [-0.56728, -1.44269, 3.38502], [0.86966, -1.04019, 3.72193], [2.04819, -1.83918, 2.62093], [4.20816, -1.10440, -0.15493], [3.50608, -2.42189, 0.77055], [3.49420, -3.81017, -1.03966], [4.44783, -2.61229, -1.85577], [0.42187, -3.75168, -3.39526], [0.08363, -2.59128, -2.10911], [1.53171, -5.23308, -1.64939], [-0.19870, -5.02536, -1.44566], [-0.33511, -4.12677, 2.11728], [-1.09219, -4.76215, 0.66900], [-2.38962, -2.91390, 1.36104], [-1.57227, -2.43551, -0.11997], [-0.71630, -2.50768, 3.56370], [-1.29125, -0.88934, 3.98823], [1.08287, -1.31454, 4.75815], [0.96934, 0.04724, 3.66103], [-1.49843, 1.56159, -5.91749], [-0.92342, 0.83330, -4.43220], [-1.70923, -0.13257, -3.81041], [-1.25074, -0.69763, -2.62651], [-0.03018, -0.32848, -2.06841], [0.38846, -0.92178, -0.95091], [0.75533, 0.67529, -2.70032], [1.96722, 1.10704, -2.13822], [2.45843, 0.64893, -1.02169], [0.27391, 1.24090, -3.90365], [-2.66024, -0.41977, -4.23608], [-1.85103, -1.43292, -2.10491], [2.54336, 1.89020, -2.62763], [0.85598, 2.00300, -4.40599], [4.91218, 1.49519, 1.49911], [3.80734, 1.59830, 2.41102], [4.00455, 1.16447, 3.76459], [2.44849, 0.96824, 1.75201], [1.54049, 1.91081, 1.45336], [0.53347, 1.63381, 0.79799], [1.91762, 3.27891, 1.91249], [1.19004, 4.45270, 1.83066], [1.77980, 5.61352, 2.31210], [3.06340, 5.59223, 2.85604], [3.79060, 4.41056, 2.93326], [3.18856, 3.26798, 2.44657], [0.19744, 4.44684, 1.39942], [1.23991, 6.55074, 2.26558], [3.49884, 6.51294, 3.22343], [4.78619, 4.38556, 3.35553], [-2.37954, 1.70263, -0.75397], [-4.23892, 1.39319, -0.71714], [-4.76149, 0.46542, 0.19181], [-6.12296, 0.21287, 0.23223], [-6.98015, 0.87581, -0.63788], [-6.47185, 1.79483, -1.54782], [-5.11144, 2.05443, -1.58719], [-4.07809, -0.04566, 0.85960], [-6.51791, -0.50417, 0.94118], [-8.04384, 0.67475, -0.60887], [-7.13878, 2.30869, -2.22887], [-4.70507, 2.76646, -2.29367]], "atomic_forces_ev_per_a": [[-0.1, -0.6, 1.1], [-0.1, 0.1, -0.3], [0.0, 0.1, 0.1], [0.0, 0.0, -0.1], [-0.1, 0.0, 0.0], [0.1, 0.0, 0.0], [-0.1, 0.0, 0.2], [0.0, 0.1, 0.0], [0.0, 0.0, 0.0], [-0.1, 0.0, -0.1], [0.0, 0.0, 0.0], [-0.1, 0.0, 0.0], [0.1, 0.0, -0.4], [0.0, 0.0, 0.0], [0.1, -0.1, 0.0], [-0.1, 0.0, 0.0], [0.0, 0.0, 0.0], [0.1, 0.0, 0.0], [0.1, -0.4, -0.1], [0.0, 0.0, 0.0], [0.0, 0.1, 0.1], [0.1, 0.0, 0.0], [0.0, 0.0, 0.0], [0.0, 0.0, 0.0], [0.0, 0.0, 0.0], [0.0, 0.0, 0.0], [0.0, 0.0, 0.0], [0.0, 0.0, 0.0], [0.0, 0.0, 0.0], [0.0, 0.0, 0.0], [0.0, 0.0, 0.0], [0.0, 0.0, 0.0], [0.0, 0.1, 0.1], [0.0, 0.2, 0.0], [0.1, 0.3, 0.1], [-0.1, 0.0, 0.0], [0.1, 0.1, 0.0], [0.1, 0.0, 0.1], [0.0, 0.0, 0.0], [0.0, 0.0, 0.0], [0.0, 0.0, 0.0], [0.0, 0.0, 0.0], [0.0, 0.0, 0.0], [0.0, 0.0, 0.0], [0.0, -0.1, 0.1], [0.0, 0.0, 0.0], [0.1, 0.4, -0.4], [-0.1, 0.1, -0.2], [-0.1, 0.1, 0.1], [0.0, 0.0, 0.0], [0.0, 0.0, 0.0], [0.0, 0.0, 0.0], [0.0, 0.0, 0.0], [0.0, 0.0, 0.0], [0.0, 0.0, 0.0], [0.0, 0.0, 0.0], [0.0, 0.0, 0.0], [0.0, 0.0, 0.0], [0.0, 0.0, 0.0], [0.0, 0.1, 0.0], [0.0, -0.1, 0.0], [0.0, 0.0, 0.0], [0.0, 0.0, 0.0], [0.0, 0.0, 0.0], [0.0, 0.0, 0.0], [0.0, 0.0, 0.0], [0.0, 0.0, 0.0], [0.0, 0.0, 0.0], [0.0, 0.0, 0.0], [0.0, 0.0, 0.0], [0.0, 0.0, 0.0]], "lowdin_charge": [0.920, -0.364, -0.557, 0.872, -0.536, -0.499, 0.870, -0.514, -0.497, 0.857, -0.529, -0.681, 0.516, 0.058, -0.029, 0.044, 0.054, 0.070, 0.014, 0.065, 0.074, 0.052, 0.071, 0.074, 0.048, 0.064, 0.065, 0.059, 0.046, 0.610, -0.679, -0.130, -0.085, -0.386, -0.298, -0.162, -0.152, -0.196, -0.063, 0.099, 0.112, 0.124, 0.111, -0.288, 0.639, -0.293, -0.171, -0.530, -0.044, -0.117, 0.003, -0.075, -0.078, -0.035, -0.199, 0.121, 0.100, 0.100, 0.119, 0.911, -0.662, -0.133, -0.095, -0.099, -0.098, -0.136, 0.083, 0.099, 0.096, 0.098, 0.092], "homo_energy_ev": [-3.399, -4.546], "charge": -1, "spin_multiplicity": 3}

(3)
{"formula": "C28H29MnN4O2SSi", "method": "ωB97M-V/def2-TZVPD", "elements": ["Mn", "O", "N", "O", "C", "C", "C", "C", "C", "C", "N", "C", "C", "N", "C", "C", "C", "C", "H", "H", "H", "H", "H", "H", "H", "N", "S", "C", "C", "C", "C", "C", "C", "C", "C", "C", "C", "C", "C", "H", "H", "H", "H", "H", "H", "H", "H", "H", "H", "H", "C", "Si", "C", "C", "C", "H", "H", "H", "H", "H", "H", "H", "H", "H", "H", "H"], "xyz": [[0.59623, -0.03949, 0.38263], [0.31021, -5.83405, -3.58267], [-0.31792, -4.91977, -4.07225], [-1.01263, -4.96883, -5.05671], [-0.20296, -3.60268, -3.40374], [-0.25168, -2.51957, -4.20079], [-0.07101, -1.21290, -3.64783], [-0.05806, -0.05252, -4.44197], [0.14891, 1.16824, -3.85237], [0.34055, 1.22309, -2.47022], [0.32694, 0.14563, -1.69961], [0.12556, -1.07039, -2.27034], [0.14029, -2.24308, -1.42409], [0.31788, -2.05161, -0.09053], [0.34303, -3.10177, 0.71602], [0.17409, -4.40394, 0.25081], [-0.00629, -4.62006, -1.09144], [-0.01377, -3.52351, -1.97864], [-0.41306, -2.64393, -5.26308], [-0.20449, -0.13455, -5.51165], [0.16989, 2.07953, -4.43199], [0.51337, 2.17267, -1.97794], [0.49455, -2.90753, 1.77082], [0.18762, -5.22771, 0.94948], [-0.13042, -5.62280, -1.47018], [-0.87011, 0.76347, 1.53683], [-1.45822, 2.27347, 1.45139], [-3.22471, 2.15530, 1.48862], [-3.90597, 1.81656, 2.65351], [-5.28343, 1.70176, 2.61124], [-5.96419, 1.93563, 1.42032], [-5.27576, 2.28184, 0.26736], [-3.89397, 2.39496, 0.29661], [-1.10713, 3.07643, 3.00213], [-1.61596, 4.35950, 3.17229], [-1.34780, 5.03009, 4.35191], [-0.57836, 4.42539, 5.34023], [-0.07097, 3.15058, 5.15021], [-0.33063, 2.46467, 3.96957], [-1.31459, 0.22846, 2.27924], [-3.36816, 1.66351, 3.58164], [-5.83148, 1.44093, 3.50591], [-7.04253, 1.85548, 1.39727], [-5.81437, 2.47361, -0.65021], [-3.34571, 2.67524, -0.59445], [-2.22081, 4.82722, 2.40473], [-1.73895, 6.02695, 4.50089], [-0.37203, 4.95673, 6.25906], [0.53096, 2.68327, 5.91727], [0.07689, 1.47565, 3.81041], [5.51976, -0.41525, 0.03015], [3.86044, -0.87425, -0.70718], [3.65715, -0.18716, -2.43767], [3.60844, -2.72962, -0.69611], [2.62425, -0.05925, 0.49386], [6.32356, -0.85241, -0.56657], [5.63160, -0.78812, 1.04899], [5.67915, 0.66398, 0.04784], [4.51924, -0.47967, -3.04077], [3.61807, 0.90388, -2.45245], [2.77193, -0.57478, -2.94500], [4.39955, -3.20919, -1.27581], [2.66109, -3.03719, -1.14382], [3.66133, -3.14012, 0.31423], [2.67608, 1.03966, 0.56547], [2.64954, -0.48568, 1.50913]], "atomic_forces_ev_per_a": [[-0.6, 0.2, 0.1], [0.0, -0.1, -0.1], [-0.1, 0.1, 0.0], [0.1, 0.0, 0.0], [0.0, 0.0, -0.1], [0.0, -0.1, 0.1], [0.0, 0.0, 0.1], [0.0, 0.0, 0.0], [0.0, 0.0, 0.0], [0.0, 0.0, 0.0], [0.0, -0.1, -0.1], [0.0, 0.0, -0.1], [0.0, -0.1, 0.0], [0.0, -0.3, -0.1], [0.0, 0.0, 0.0], [0.0, 0.0, 0.0], [0.0, 0.0, 0.1], [0.0, 0.2, 0.0], [0.0, 0.0, 0.0], [0.0, 0.0, 0.0], [0.0, 0.0, 0.0], [0.0, 0.0, 0.0], [0.0, 0.0, 0.0], [0.0, 0.0, 0.0], [0.0, 0.0, 0.0], [0.4, -0.2, -0.1], [0.0, 0.0, 0.0], [-0.1, 0.0, 0.0], [0.1, 0.0, 0.0], [0.0, 0.0, 0.0], [0.0, 0.0, 0.0], [0.0, 0.0, 0.0], [0.0, 0.0, -0.1], [-0.1, 0.1, 0.0], [0.0, 0.0, 0.0], [0.0, 0.0, 0.0], [0.0, 0.0, 0.0], [0.0, 0.0, 0.0], [0.0, 0.0, 0.0], [0.0, 0.0, 0.0], [0.0, 0.0, 0.0], [0.0, 0.0, 0.0], [0.0, 0.0, 0.0], [0.0, 0.0, 0.0], [0.0, 0.0, 0.0], [0.0, 0.0, 0.0], [0.0, 0.0, 0.0], [0.0, 0.0, 0.0], [0.0, 0.0, 0.0], [0.0, 0.0, 0.0], [-0.1, 0.0, -0.1], [0.1, 0.0, 0.0], [0.0, 0.0, 0.1], [0.0, 0.1, 0.0], [0.2, 0.1, 0.2], [0.0, 0.0, 0.0], [0.0, 0.0, 0.0], [0.0, 0.0, 0.0], [0.0, 0.0, 0.0], [0.0, 0.0, 0.0], [0.0, 0.0, 0.0], [0.0, 0.0, 0.0], [0.0, 0.0, 0.0], [0.0, 0.0, 0.0], [0.1, 0.0, -0.1], [0.0, 0.0, 0.0]], "lowdin_charge": [0.847, 0.109, -0.336, 0.137, -0.048, 0.097, -0.109, 0.051, 0.003, -0.077, 0.030, -0.142, -0.141, 0.020, -0.075, 0.011, 0.062, -0.049, 0.149, 0.142, 0.129, 0.131, 0.132, 0.132, 0.127, -0.418, 1.080, -0.415, -0.063, -0.041, -0.037, -0.050, -0.082, -0.420, -0.075, -0.042, -0.042, -0.051, -0.084, 0.031, 0.122, 0.121, 0.121, 0.119, 0.108, 0.123, 0.122, 0.120, 0.118, 0.095, -0.162, 0.465, -0.163, -0.158, -0.207, 0.048, 0.043, 0.043, 0.050, 0.041, 0.013, 0.052, 0.009, 0.045, 0.045, 0.044], "homo_energy_ev": [-14.440, -14.442], "charge": 2, "spin_multiplicity": 5}

So what do the calculations give for energy relative to the best compared isomer or geometry (same formula, charge and spin)? Going down the list: 6.3 56.5 0.5 kcal/mol.
So what do the calculations give for energy? Going down the list: -128744.124 -196397.171 -89579.554 eV.